No. 1
A structure of composition C39H57GeN3O5PtSSi, computed with ωB97M-V with the def2-TZVPD basis set.

Calculated values
LUMO level = -0.6 eV
energy relative to the best compared isomer or geometry (same formula, charge and spin) = 0.0 kJ/mol
charge = 0
strongest force on any atom = 0.1 eV/Å

Each line ends with the Mulliken charge.
CARTESIAN COORDINATES (ANGSTROEM)
Pt  0.4101  0.3110  0.8695  4.03
C  -2.8258  1.0666  3.6146  -0.57
O  -1.5448  1.6957  3.3677  -0.25
C  -0.6232  0.7907  3.7697  -1.05
N  -0.9910  -0.2971  4.2873  -0.20
C  -2.4725  -0.2993  4.2441  0.25
C  -2.9981  -1.4928  3.4840  0.43
C  -2.8136  -1.5824  2.1079  0.63
C  -3.2626  -2.6913  1.4097  -0.74
C  -3.9104  -3.7204  2.0806  -0.72
C  -4.1015  -3.6361  3.4521  -0.65
C  -3.6443  -2.5262  4.1500  -0.99
C  0.7859  1.2627  3.6820  0.66
C  1.3524  1.8202  4.8164  -0.19
C  2.6486  2.2904  4.7577  -1.17
C  3.3299  2.1898  3.5592  -0.56
C  2.6962  1.6329  2.4580  0.66
N  1.4363  1.1619  2.5143  -0.23
C  3.4470  1.5772  1.1794  -0.87
N  2.9675  1.5998  0.0141  0.07
C  4.0966  1.5243  -0.9216  -0.36
C  5.3406  1.4756  0.0024  -0.63
O  4.7941  1.5438  1.3387  -0.42
C  4.0069  0.3355  -1.8507  -0.05
C  3.1451  -0.7224  -1.5992  0.90
C  3.1194  -1.8174  -2.4518  -0.87
C  3.9547  -1.8649  -3.5576  -0.72
C  4.8163  -0.8061  -3.8151  -0.70
C  4.8387  0.2894  -2.9659  -0.49
H  -3.3461  0.9730  2.6639  0.28
H  -3.3922  1.7169  4.2786  0.33
H  -2.8276  -0.3591  5.2746  0.66
H  -2.2878  -0.8034  1.5649  -0.06
H  -3.0878  -2.7479  0.3428  0.27
H  -4.2632  -4.5866  1.5355  0.46
H  -4.6053  -4.4349  3.9812  0.38
H  -3.7878  -2.4650  5.2229  0.36
H  0.7693  1.8613  5.7253  0.62
H  3.1232  2.7220  5.6283  0.45
H  4.3475  2.5337  3.4543  0.61
H  4.0952  2.4361  -1.5240  0.70
H  6.0160  2.3190  -0.1293  0.33
H  5.8902  0.5400  -0.0900  0.40
H  2.4699  -0.6803  -0.7533  -0.11
H  2.4287  -2.6278  -2.2543  0.43
H  3.9292  -2.7181  -4.2233  0.45
H  5.4642  -0.8303  -4.6819  0.41
H  5.5019  1.1216  -3.1791  0.45
C  0.3633  -0.8834  -4.5122  -1.50
C  -0.0486  0.5752  -4.3654  2.06
C  -0.2933  1.2051  -5.7298  -2.00
C  1.0051  1.3673  -3.5991  -1.42
O  -1.3125  0.6105  -3.6875  -0.08
Si  -1.7042  0.7684  -2.1102  -0.17
S  -0.7163  -0.6627  -0.8941  -0.69
O  -1.4153  2.3373  -1.7272  -0.95
C  -1.5135  3.0149  -0.4794  1.87
C  -0.1514  2.9108  0.2129  -1.07
C  -2.6209  2.4219  0.3825  -1.19
C  -1.8276  4.4701  -0.8003  -2.01
O  -3.3253  0.5635  -2.0312  0.11
C  -4.1894  -0.3971  -2.6499  1.93
C  -3.4884  -1.7388  -2.8382  -1.07
C  -5.3768  -0.5528  -1.7092  -1.73
C  -4.6316  0.1676  -3.9948  -1.69
H  1.3135  -0.9661  -5.0437  0.49
H  -0.4007  -1.4297  -5.0690  0.36
H  0.4731  -1.3377  -3.5273  0.07
H  0.6190  1.1871  -6.3292  0.38
H  -0.6177  2.2399  -5.6127  0.42
H  -1.0720  0.6561  -6.2612  0.38
H  1.9581  1.3262  -4.1318  0.65
H  1.1592  0.9446  -2.6043  -0.12
H  0.6967  2.4087  -3.4950  0.35
H  0.3669  1.9985  -0.1638  -0.61
H  -0.2386  2.9559  1.2978  0.42
H  0.5356  3.6930  -0.1183  0.39
H  -2.3832  1.3887  0.6466  -0.41
H  -3.5636  2.4295  -0.1642  0.36
H  -2.7253  2.9991  1.3025  0.72
H  -1.0778  4.8692  -1.4844  0.43
H  -1.8299  5.0721  0.1110  0.35
H  -2.8062  4.5454  -1.2750  0.44
H  -3.1375  -2.1252  -1.8809  -0.05
H  -2.6309  -1.6384  -3.5053  0.08
H  -4.1815  -2.4603  -3.2747  0.56
H  -5.0444  -0.9428  -0.7454  0.26
H  -6.1146  -1.2390  -2.1291  0.43
H  -5.8522  0.4156  -1.5463  0.35
H  -3.7642  0.3169  -4.6380  0.14
H  -5.1261  1.1292  -3.8495  0.33
H  -5.3279  -0.5138  -4.4882  0.47
C  3.9410  -1.9767  1.5476  -0.96
Ge  2.2368  -2.2340  2.4867  0.56
C  1.9500  -4.1672  2.6601  -1.41
C  2.4545  -1.5226  4.3034  -1.20
C  0.6427  -1.5919  1.5493  -1.80
H  4.7306  -2.4700  2.1185  0.51
H  4.2085  -0.9244  1.4536  0.08
H  3.9167  -2.4122  0.5487  0.27
H  2.7811  -4.6376  3.1881  0.41
H  1.8587  -4.6319  1.6774  0.37
H  1.0319  -4.3640  3.2155  0.38
H  3.0752  -2.2136  4.8769  0.53
H  1.4889  -1.4262  4.8011  0.34
H  2.9554  -0.5533  4.3038  0.31
H  -0.1892  -1.7763  2.2356  -0.04
H  0.5000  -2.2804  0.7115  0.94

=====

No. 2
A structure of composition C30H42BGe2N6PdS2, computed with ωB97M-V with the def2-TZVPD basis set.

Calculated values
LUMO level (alpha / beta) = -3.1 / -5.4 eV
energy relative to the best compared isomer or geometry (same formula, charge and spin) = 0.0 kJ/mol
charge = +1
⟨S²⟩ = 2.011
strongest force on any atom = 1.2 eV/Å
spin multiplicity = 3

Each line ends with the Löwdin spin population.
CARTESIAN COORDINATES (ANGSTROEM)
Pd  -0.6738  0.0061  -0.4272  0.72
C  -0.9267  -4.1075  -2.4061  0.00
N  -2.2156  -3.5055  -2.0785  0.00
C  -3.3461  -4.2228  -1.7500  0.00
C  -4.3212  -3.3186  -1.5470  0.00
N  -3.7925  -2.0537  -1.7497  0.01
B  -4.7947  -0.8311  -1.5244  0.00
N  -4.2154  0.5023  -2.0880  0.02
C  -4.5306  1.0411  -3.3102  0.03
C  -3.8629  2.2155  -3.4377  0.03
N  -3.1522  2.3871  -2.2735  0.02
C  -2.2241  3.4863  -1.9949  0.00
C  -3.3697  1.3324  -1.4678  0.02
S  -2.6760  1.1031  0.0984  0.32
C  -2.4903  -2.1776  -2.0629  0.01
S  -1.3200  -0.9694  -2.5599  0.11
H  -1.0749  -5.1768  -2.5289  0.00
H  -0.2122  -3.9321  -1.6114  0.00
H  -0.5399  -3.6859  -3.3287  0.00
H  -3.3569  -5.3009  -1.7143  0.00
H  -5.3610  -3.4576  -1.2908  0.00
H  -5.7964  -1.0875  -2.1526  0.00
H  -4.9938  -0.7239  -0.3345  0.00
H  -5.2017  0.5433  -3.9903  0.00
H  -3.8370  2.9360  -4.2397  0.00
H  -2.2225  4.1562  -2.8496  0.00
H  -1.2248  3.0956  -1.8381  0.00
H  -2.5362  4.0316  -1.1076  0.00
C  3.5975  -2.0935  -1.3432  0.01
C  2.0897  -1.9062  -1.5850  0.04
Ge  1.5591  -0.0306  -1.3877  0.16
C  1.6519  0.8561  -3.1105  0.02
C  3.0814  0.7909  -3.6698  0.01
C  2.8206  0.7385  -0.1367  0.05
C  2.4417  1.3118  1.0091  0.03
Ge  0.4900  1.4939  1.1933  0.15
C  -0.0334  3.3258  0.7529  0.03
C  0.5140  4.4416  1.6579  0.01
C  -0.4384  0.8195  2.8096  0.03
C  -0.0932  1.4456  4.1729  0.01
C  3.4096  1.8849  1.9955  0.00
C  2.9838  2.7178  3.0268  0.00
C  3.8758  3.2697  3.9380  0.00
C  5.2282  2.9896  3.8315  0.00
C  5.6759  2.1599  2.8085  0.00
C  4.7798  1.6173  1.9037  0.00
H  3.8972  -3.1216  -1.5622  0.00
H  3.8664  -1.8853  -0.3042  0.00
H  4.2052  -1.4385  -1.9732  0.00
H  1.5224  -2.5194  -0.8905  0.00
H  1.7949  -2.2034  -2.5950  0.00
H  1.3294  1.8914  -2.9847  0.00
H  0.9433  0.3704  -3.7830  0.00
H  3.8101  1.2337  -2.9853  0.00
H  3.1504  1.3368  -4.6124  0.00
H  3.3897  -0.2379  -3.8689  0.00
H  3.8800  0.6798  -0.3973  0.00
H  -1.1235  3.3172  0.7582  0.00
H  0.2895  3.4999  -0.2771  0.00
H  0.2239  4.3107  2.7021  0.00
H  0.1119  5.4048  1.3339  0.00
H  1.6018  4.5118  1.6171  0.00
H  -0.2856  -0.2549  2.8505  0.00
H  -1.4953  0.9803  2.5861  0.00
H  0.9289  1.2281  4.4761  0.00
H  -0.7540  1.0315  4.9388  0.00
H  -0.2300  2.5291  4.1877  0.00
H  1.9360  2.9591  3.1136  0.00
H  3.5117  3.9192  4.7256  0.00
H  5.9319  3.4140  4.5382  0.00
H  6.7325  1.9337  2.7182  0.00
H  5.1563  0.9654  1.1238  0.00
N  -1.4279  -6.4688  3.7100  0.00
C  -1.3309  -5.4685  3.1511  0.00
C  -1.2106  -4.2150  2.4380  0.00
C  -2.3421  -3.5625  1.9751  0.00
C  -2.1791  -2.3776  1.2788  0.01
N  -0.9813  -1.8474  1.0408  0.08
C  0.1063  -2.4656  1.5118  0.01
C  0.0419  -3.6545  2.2091  0.00
H  -3.3300  -3.9647  2.1525  0.00
H  -3.0352  -1.8301  0.8977  0.00
H  1.0592  -1.9837  1.3297  0.00
H  0.9399  -4.1358  2.5685  0.00

=====

No. 3
A cluster of 2 separate species, C9H12Se in total, computed with ωB97M-V with the def2-TZVPD basis set.

Calculated values
LUMO level (alpha / beta) = -0.3 / -0.3 eV
energy relative to the best compared isomer or geometry (same formula, charge and spin) = 166.4 kJ/mol
charge = 0
strongest force on any atom = 4.8 eV/Å

Each line ends with the natural charge from an NBO analysis.
CARTESIAN COORDINATES (ANGSTROEM)
C  0.3083  2.6434  -0.0269  -0.60
C  1.8068  2.1563  -0.0789  -0.50
C  1.7119  0.8476  0.5539  -0.29
Se  2.8082  -0.4427  0.0597  0.10
H  -0.1776  2.4421  0.8975  0.20
H  0.2519  3.6130  -0.3803  0.21
H  -0.3315  2.0994  -0.6275  0.21
H  2.0538  2.2101  -1.0664  0.23
H  2.4389  2.7612  0.5258  0.23
H  0.7712  0.8134  1.2277  0.21
C  -1.7143  -1.1279  0.9904  -0.22
C  -1.0877  -2.3437  1.0813  -0.19
C  -0.3283  -2.8948  0.0275  -0.21
C  -0.1956  -2.1123  -1.0849  -0.21
C  -0.7976  -0.8345  -1.1661  -0.20
C  -1.6819  -0.3842  -0.1957  -0.22
H  -2.3723  -0.6725  1.6859  0.21
H  -1.1132  -2.8873  1.9233  0.20
H  0.2021  -3.7929  -0.0551  0.22
H  0.2916  -2.2497  -1.9975  0.21
H  -0.6422  -0.3137  -2.1214  0.20
H  -2.2026  0.4697  -0.1723  0.20